<a>
# C4H12NO2

A cluster of 2 separate species, C4H12NO2 in total (ωB97M-V/def2-TZVPD, the OMol25 dataset).

Computed properties:
- LUMO level: 4.039 eV
- Charge: -1
- Gap between HOMO and LUMO: 7.52 eV
- Spin multiplicity: 1

Structure (XYZ):
```
19
C4H12NO2, DFT ωB97M-V/def2-TZVPD
C 1.0676 -1.9768 0.6858
N 0.9092 -0.5792 1.0391
C -1.6550 -0.8803 0.8295
C -0.4244 0.0262 0.7971
C -0.3424 0.8361 -0.5845
O 0.9343 1.1201 -0.9385
H 2.0309 -2.3979 0.9932
H 0.3549 -2.6196 1.2108
H 0.9526 -2.1763 -0.3925
H 1.4653 -0.0465 0.3524
H -1.4839 -1.8942 1.1946
H -2.0978 -0.9270 -0.1701
H -2.4397 -0.5330 1.5108
H -0.5460 0.7374 1.6235
H -0.9575 1.7322 -0.3717
H -0.7830 0.1189 -1.3128
H 1.1191 2.4714 -1.6996
H 0.5369 3.7221 -2.4667
O 1.3590 3.2664 -2.3004
```

natural (NBO) population analysis, charges in e, atoms 1 to 5: -0.409, -0.672, -0.632, -0.085, -0.031

<b>
# C4H12NO2

A structure of composition C4H12NO2 (ωB97M-V/def2-TZVPD, the OMol25 dataset).

Computed properties:
- LUMO level: 4.073 eV
- Charge: -1
- Gap between HOMO and LUMO: 7.69 eV
- Spin multiplicity: 1

Structure (XYZ):
```
19
C4H12NO2, DFT ωB97M-V/def2-TZVPD
C 0.4812 0.8610 1.7052
C -0.3160 -0.4479 1.5915
N 0.2991 -1.5969 0.9868
C 0.6591 -1.1423 -0.6917
C -0.6498 -0.7019 -1.3295
O -0.4972 -0.2070 -2.6151
H 1.3235 0.8336 2.4107
H -0.2367 1.5703 2.1340
H 0.8041 1.2623 0.7424
H -0.6985 -0.7116 2.5868
H -1.2444 -0.0800 1.1166
H 1.1742 -1.3000 0.5086
H 1.0497 -1.9843 -1.2592
H 1.3090 -0.2629 -0.8288
H -1.3876 -1.5041 -1.2392
H -1.0095 0.1134 -0.7009
H -0.7809 2.3926 -1.0350
H -0.2300 0.7730 -2.4835
O -0.0491 2.1328 -1.5998
```

natural (NBO) population analysis, charges in e, atoms 1 to 5: -0.648, -0.243, -0.640, -0.342, -0.061

Which of them is most stable? Easy: <a>.

<a>
# C6H14O

The molecule C6H14O (ωB97M-V/def2-TZVPD, the OMol25 dataset).

Computed properties:
- LUMO level: 1.057 eV
- SMILES: CCCCCCO
- Gap between HOMO and LUMO: 11.29 eV
- Spin multiplicity: 1

Structure (XYZ):
```
21
C6H14O, DFT ωB97M-V/def2-TZVPD
C 2.8308 1.6699 -1.5159
C 2.0858 0.4423 -1.0021
C 0.5679 0.6428 -0.8789
C -0.1404 -0.4305 -0.0642
C -1.6160 -0.1076 0.1345
C -2.3282 -1.1119 1.0345
O -1.7672 -1.1933 2.3252
H 2.5871 1.8697 -2.5560
H 3.8877 1.5580 -1.2917
H 2.4614 2.5475 -0.9768
H 2.3037 -0.4287 -1.6218
H 2.4339 0.1854 0.0065
H 0.1309 0.7237 -1.8736
H 0.4307 1.5952 -0.3604
H 0.3419 -0.4539 0.9113
H -0.0785 -1.3951 -0.5701
H -2.1022 -0.0770 -0.8399
H -1.6750 0.8638 0.6432
H -3.3781 -0.8686 1.1475
H -2.3224 -2.1186 0.5883
H -0.9100 -1.6149 2.2154
```

natural (NBO) population analysis, charges in e, atoms 1 to 5: -0.604, -0.386, -0.385, -0.400, -0.418

<b>
# C6H14O

A cluster of 2 separate species, C6H14O in total (ωB97M-V/def2-TZVPD, the OMol25 dataset).

Computed properties:
- LUMO level: 0.905 eV
- SMILES: C=C(CC)CC.O
- Gap between HOMO and LUMO: 10.23 eV
- Spin multiplicity: 1

Structure (XYZ):
```
21
C6H14O, DFT ωB97M-V/def2-TZVPD
C -1.0670 1.1280 1.1965
C -0.3508 0.2067 0.5445
C -0.3748 0.0766 -0.9724
C 1.0334 -0.2462 -1.5292
C 0.2600 -0.9125 1.3502
C 0.2667 -0.7527 2.8948
H -1.2475 2.0920 0.7143
H -1.3489 1.0579 2.2345
H -0.5700 1.0993 -1.2825
H -1.1615 -0.6232 -1.2335
H 1.6809 0.6246 -1.6272
H 1.0108 -0.7683 -2.4886
H 1.5148 -0.9389 -0.8481
H 1.3307 -0.9240 1.1260
H -0.2277 -1.8814 1.2619
H 0.5109 0.1754 3.4044
H 0.9537 -1.4151 3.4122
H -0.7616 -0.9804 3.2138
O -0.6901 0.7247 -4.0126
H -0.2491 1.5323 -4.2987
H -0.5128 0.7252 -3.0605
```

natural (NBO) population analysis, charges in e, atoms 1 to 5: -0.409, 0.041, -0.459, -0.631, -0.453

<c>
# C6H14O

A cluster of 3 separate species, C6H14O in total (ωB97M-V/def2-TZVPD, the OMol25 dataset).

Computed properties:
- LUMO level: 0.806 eV
- Gap between HOMO and LUMO: 9.39 eV
- Spin multiplicity: 1

Structure (XYZ):
```
21
C6H14O, DFT ωB97M-V/def2-TZVPD
C -0.5137 -1.4458 -2.4480
O -0.3200 -0.4169 -1.6016
C -0.3152 -0.7085 -0.3064
C 0.0776 0.4615 0.5959
C 0.3669 -0.1338 1.9747
C 1.3303 1.1454 0.0373
C -1.0469 1.5187 0.7332
H 0.4807 -2.3563 -1.6247
H -0.4087 -1.0769 -3.4763
H -1.4208 -2.0312 -2.2702
H 0.6422 -2.1141 -0.6444
H -1.1466 -1.3345 0.0359
H -0.5161 -0.6512 2.3699
H 0.6445 0.6512 2.6867
H 1.1862 -0.8562 1.9093
H 1.1331 1.6017 -0.9385
H 2.1373 0.4164 -0.0864
H 1.6718 1.9338 0.7187
H -1.2906 1.9844 -0.2286
H -0.7259 2.3224 1.4136
H -1.9661 1.0899 1.1501
```

natural (NBO) population analysis, charges in e, atoms 1 to 5: -0.200, -0.455, 0.119, -0.139, -0.598

<d>
# C6H14O

The molecule C6H14O (ωB97M-V/def2-TZVPD, the OMol25 dataset).

Computed properties:
- LUMO level: 1.012 eV
- SMILES: CCCCCCO
- Gap between HOMO and LUMO: 11.31 eV
- Spin multiplicity: 1

Structure (XYZ):
```
21
C6H14O, DFT ωB97M-V/def2-TZVPD
C 3.3348 -0.2261 -0.6960
C 1.8880 -0.6691 -0.9437
C 0.9507 -0.2706 0.1996
C -0.5224 -0.2490 -0.2016
C -1.4435 0.2633 0.9040
C -2.8423 0.5520 0.3904
O -3.6197 1.0514 1.4615
H 3.4961 0.8133 -1.0140
H 4.0542 -0.8619 -1.2228
H 3.5781 -0.2647 0.3710
H 1.5260 -0.2245 -1.8807
H 1.8391 -1.7561 -1.0906
H 1.0993 -0.9550 1.0477
H 1.2301 0.7284 0.5640
H -0.8406 -1.2523 -0.5206
H -0.6270 0.3996 -1.0841
H -1.5066 -0.4593 1.7273
H -1.0388 1.1910 1.3294
H -2.7793 1.2863 -0.4307
H -3.2836 -0.3680 -0.0287
H -4.4924 1.2714 1.1185
```

natural (NBO) population analysis, charges in e, atoms 1 to 5: -0.606, -0.395, -0.386, -0.391, -0.412

Which of them is most stable? Easy: <d>.

<a>
# C6H14O

A structure of composition C6H14O (ωB97M-V/def2-TZVPD, the OMol25 dataset).

Computed properties:
- LUMO level: 1.132 eV
- Gap between HOMO and LUMO: 10.87 eV
- Spin multiplicity: 1

Structure (XYZ):
```
21
C6H14O, DFT ωB97M-V/def2-TZVPD
C -3.4666 -0.1969 -0.5108
C -2.2727 -0.3214 0.4326
C -0.9363 -0.0818 -0.2696
C 0.2669 -0.1978 0.6638
C 1.5806 0.0533 -0.0859
O 2.6265 0.1428 0.8018
C 3.8181 0.4484 0.1627
H -4.4104 -0.3744 0.0159
H -3.3970 -0.9210 -1.3319
H -3.5156 0.8044 -0.9542
H -2.3841 0.3934 1.2602
H -2.2688 -1.3207 0.8887
H -0.8279 -0.7998 -1.0970
H -0.9388 0.9163 -0.7278
H 0.2641 -1.1947 1.1383
H 0.1886 0.5306 1.4808
H 1.7567 -0.6958 -0.8777
H 1.7305 1.1801 -0.8009
H 4.1262 -0.3052 -0.5808
H 4.5825 0.5500 0.9562
H 3.4776 1.3905 -0.5645
```

natural (NBO) population analysis, charges in e, atoms 1 to 5: -0.602, -0.389, -0.390, -0.430, -0.012

<b>
# C6H14O

The molecule C6H14O (ωB97M-V/def2-TZVPD, the OMol25 dataset).

Computed properties:
- LUMO level: 0.915 eV
- SMILES: COCC(C)(C)C
- Gap between HOMO and LUMO: 10.77 eV
- Spin multiplicity: 1

Structure (XYZ):
```
21
C6H14O, DFT ωB97M-V/def2-TZVPD
C 2.4618 -1.2156 -0.8725
O 1.1443 -1.1648 -0.4476
C 0.8873 0.1307 -0.0435
C -0.6450 0.2731 0.2362
C -0.8719 1.7505 0.5318
C -1.4234 -0.1603 -1.0117
C -1.1877 -0.5550 1.4405
H 2.5792 -0.1681 -1.4638
H 2.5748 -2.2100 -1.3464
H 3.1649 -1.1432 -0.0238
H 1.5230 0.7848 -0.9406
H 1.4818 0.3920 0.8528
H -0.3110 2.0560 1.4239
H -1.9303 1.9649 0.7088
H -0.5278 2.3505 -0.3157
H -1.3068 -1.2324 -1.2043
H -1.0567 0.3819 -1.8883
H -2.4943 0.0493 -0.8973
H -1.0850 -1.6365 1.2982
H -2.2668 -0.3569 1.5716
H -0.7102 -0.2911 2.3917
```

natural (NBO) population analysis, charges in e, atoms 1 to 5: -0.244, -0.541, -0.031, -0.090, -0.603

Which of them is most stable? Easy: <b>.